No. 1
This record from the Open Molecules 2025 dataset describes a 2-piece molecular cluster, C5H11N3 overall. The level of theory is ωB97M-V with the def2-TZVPD basis set.

XYZ file:
```
19
C5H11N3 | the Open Molecules 2025 dataset | ωB97M-V with the def2-TZVPD basis set
H -1.38588 0.22922 2.32249
N -0.74388 0.32446 1.53866
C -1.21441 -0.08127 0.42507
N -2.48309 -0.57620 0.25627
C -0.34686 -0.08236 -0.76569
C -0.71959 -0.94246 -1.94716
C 0.74168 0.65294 -0.77304
C 1.72447 1.47659 -0.94013
H -2.86961 -0.68203 -0.66482
H -3.12328 -0.52623 1.03164
H -1.57393 -0.52886 -2.48748
H 0.11357 -0.99577 -2.64330
H -0.97128 -1.95096 -1.61965
H 1.58310 2.46477 -1.35255
H 2.71823 1.21731 -0.61077
N 2.28210 -0.00243 1.81008
H 1.27753 0.14675 1.69391
H 2.60323 0.73861 2.42322
H 2.38789 -0.88208 2.30324
```

Calculated values
* structure (SMILES): [H]/N=C(\N)C(C)=C=C.N
* M: 113.164 g/mol
* energy relative to the best compared isomer or geometry (same formula, charge and spin): 1.637 eV
* frontier orbital gap: 9.6 eV
* calculated total energy: -361.32924 Eh
* charge: 0
* HOMO energy: -8.79 eV

Atom charges from the natural (NBO) analysis, given in e for atoms 1 to 2: 0.333, -0.744

---

No. 2
This record from the Open Molecules 2025 dataset describes one molecule with the formula C26H40Cl2N2O10SSi. The level of theory is ωB97M-V with the def2-TZVPD basis set.

XYZ file:
```
82
C26H40Cl2N2O10SSi | the Open Molecules 2025 dataset | ωB97M-V with the def2-TZVPD basis set
C -4.75354 2.01968 3.48627
C -4.58719 1.13277 2.24409
C -5.75717 0.79537 1.57517
C -5.70446 -0.02971 0.45109
C -4.46796 -0.49017 0.01676
C -4.35474 -1.42242 -1.21604
C -4.31185 -2.89673 -0.65427
C -5.62434 -1.36145 -2.09987
C -3.28497 -0.12569 0.67178
O -2.05564 -0.54356 0.21008
C -1.56920 -1.68428 0.89810
C -0.19634 -2.14292 0.30140
O -0.11854 -3.50743 0.53725
N -0.24544 -1.82813 -1.16694
C -0.94776 -2.59156 -1.81649
O -1.42549 -3.36346 -2.53800
O 0.77041 -1.31133 0.86643
C 1.94411 -1.86513 1.38456
O 1.76679 -2.59154 2.58470
C 2.86161 -2.64633 0.40723
C 2.87388 -2.19129 -1.06744
O 2.71483 -0.79239 -1.26109
Si 2.84582 -0.31925 -2.87672
C 1.24272 -0.44779 -3.85875
C 3.31452 1.52100 -2.87911
C 4.19276 -1.20606 -3.84801
C 2.76514 -0.61828 1.84713
O 3.90538 -0.99191 2.64649
C 4.99477 -0.57869 2.05321
N 5.89123 -0.37390 1.36132
O 1.87989 0.07085 2.71370
C 2.31968 1.36948 2.99085
Cl 2.65299 1.49838 4.77850
C 1.26984 2.43123 2.66482
C 0.79201 2.41515 1.19813
C 1.96813 2.55675 0.16113
C 1.86989 3.81127 -0.71818
S 1.91056 5.36503 0.22853
O 2.83649 5.16653 1.31276
O 2.37424 6.39308 -0.66354
Cl 0.02743 5.86236 0.85823
C -3.35606 0.68173 1.80476
H -4.98236 3.03032 3.11944
H -5.63972 1.67463 4.03306
H -3.85452 2.03672 4.10863
H -6.72743 1.16913 1.90367
H -6.64308 -0.26086 -0.04303
H -3.44124 -1.16276 -1.76216
H -3.29237 -3.29131 -0.58154
H -4.71040 -2.86415 0.36760
H -4.87256 -3.58944 -1.29515
H -6.48313 -1.65547 -1.47947
H -5.79827 -0.37613 -2.54712
H -5.54943 -2.13955 -2.87280
H -2.28389 -2.51097 0.98403
H -1.34888 -1.36667 1.93478
H 0.52415 -3.94152 -0.04097
H 1.81422 -3.51822 2.31373
H 2.62939 -3.72703 0.39877
H 3.89901 -2.59202 0.76723
H 3.85227 -2.49856 -1.48167
H 2.12731 -2.74547 -1.66856
H 0.37852 -0.02596 -3.33149
H 1.39402 0.17996 -4.75635
H 1.06186 -1.46327 -4.23989
H 2.43497 2.17881 -2.88257
H 3.98886 1.76788 -2.04567
H 3.87196 1.75062 -3.80234
H 4.40416 -0.72571 -4.81379
H 3.91319 -2.25313 -4.04174
H 5.13993 -1.21802 -3.28499
H 2.98961 0.06738 1.02131
H 3.25986 1.62966 2.48833
H 1.72071 3.41543 2.86179
H 0.38719 2.31831 3.30859
H 0.07598 3.21497 0.97814
H 0.27227 1.46662 0.98927
H 2.94417 2.58391 0.66407
H 1.94879 1.63397 -0.43608
H 1.03877 3.79620 -1.43632
H 2.78345 3.86533 -1.32890
H -2.45181 0.97712 2.34017
```

Calculated values
* structure (SMILES): Cc1ccc(C(C)C)c(OC[C@@](O)(N=C=O)O[C@@](O)(CCO[Si](C)(C)C)[C@H](OC#N)O[C@H](Cl)CCCCS(=O)(=O)Cl)c1
* M: 671.669 g/mol
* frontier orbital gap: 8.8 eV
* calculated total energy: -3484.67412 Eh
* charge: 0
* HOMO energy: -8.90 eV

Atom charges from the Löwdin analysis, given in e for atoms 1 to 2: -0.046, -0.270

---

No. 3
This record from the Open Molecules 2025 dataset describes an isolated ion of composition C3H2NO2Se and charge -1. The level of theory is ωB97M-V with the def2-TZVPD basis set.

XYZ file:
```
9
C3H2NO2Se | the Open Molecules 2025 dataset | ωB97M-V with the def2-TZVPD basis set
N 0.68785 2.03520 1.90061
C 0.81612 1.23961 1.07254
C 1.03619 0.30972 0.06429
Se -0.78910 0.18740 -1.42896
C 2.12499 0.57185 -1.08136
O 1.64866 0.66565 -2.21162
O 3.27335 0.58442 -0.66544
H 1.06958 -0.72116 0.40629
H -1.79026 0.08602 -0.34211
```

Calculated values
* structure (SMILES): N#C[C@@H]([SeH])C(=O)[O-]
* M: 163.014 g/mol
* energy relative to the best compared isomer or geometry (same formula, charge and spin): 0.373 eV
* frontier orbital gap: 7.9 eV
* calculated total energy: -2722.21869 Eh
* charge: -1
* HOMO energy: -4.95 eV

Atom charges from the natural (NBO) analysis, given in e for atoms 1 to 2: -0.366, 0.259

---

No. 4
This record from the Open Molecules 2025 dataset describes a 5-piece molecular cluster, C44H80ClN2O7PS overall. The level of theory is ωB97M-V with the def2-TZVPD basis set.

XYZ file:
```
136
C44H80ClN2O7PS | the Open Molecules 2025 dataset | ωB97M-V with the def2-TZVPD basis set
C 7.89789 -1.11183 2.20990
C 6.44702 -0.57981 2.36655
C 6.34474 0.50674 3.44763
C 4.88324 0.75143 3.91176
C 4.16109 1.55458 2.79571
C 2.88875 2.29691 3.26021
C 1.74758 2.23554 2.16908
C 0.53136 1.48003 2.73653
O -0.67264 1.50633 1.99548
C -0.67727 1.05480 0.63447
C -0.65504 2.34756 -0.19676
C -1.07190 2.39168 -1.67523
C 0.06618 2.51629 -2.70846
O 1.01508 3.49112 -2.33238
C 2.04453 3.51212 -3.30728
N 0.38720 0.06451 0.40010
C 1.16462 0.17098 -0.53089
S 2.52823 0.41792 -1.28372
C -2.02731 0.20662 0.48815
C -2.20916 -0.78776 1.64416
C -3.65748 -1.37221 1.82285
C -3.27223 1.13272 0.42253
C -3.65312 1.86342 1.74096
C -3.51496 3.41578 1.67412
Cl -5.44049 1.54248 2.04876
O -1.91731 -0.36622 -0.81780
C -2.08062 -1.74604 -1.00927
C -0.81856 -2.62613 -0.78818
C -1.10910 -4.11998 -0.79541
C -0.08342 -4.96838 -1.21624
C -0.27593 -6.32525 -1.20562
C -1.46315 -6.90170 -0.79629
C -2.48586 -6.07874 -0.37873
C -2.28362 -4.71334 -0.38912
P 1.00950 -0.18728 3.48715
N 2.20680 -0.88218 2.70614
H 8.47758 -0.42739 1.57735
H 8.38469 -1.11783 3.19391
H 7.92322 -2.12697 1.80290
H 5.82569 -1.43563 2.66389
H 6.10957 -0.24546 1.37763
H 6.80388 1.43416 3.07255
H 6.93597 0.16819 4.31120
H 4.83966 1.23366 4.89378
H 4.41944 -0.24432 3.89794
H 3.97604 0.84696 1.98114
H 4.88420 2.28381 2.39748
H 3.16061 3.35752 3.34433
H 2.53408 1.99418 4.25409
H 1.42488 3.27051 2.00906
H 2.20556 1.77491 1.29255
H 0.29416 2.05673 3.65373
H 0.35393 2.78042 -0.10881
H -1.27786 3.06007 0.34943
H -1.63863 3.32530 -1.82352
H -1.72938 1.60584 -2.05697
H 0.49606 1.54568 -2.99582
H -0.43367 2.89412 -3.62532
H 1.60605 3.84869 -4.26187
H 2.45126 2.50395 -3.50128
H 2.88486 4.13679 -2.99578
H -1.55268 -1.66262 1.58553
H -2.00525 -0.35066 2.62426
H -4.23319 -1.39522 0.89573
H -3.54457 -2.42558 2.12370
H -4.19908 -0.89360 2.64039
H -3.16771 1.91660 -0.33627
H -4.15735 0.58021 0.09467
H -3.11757 1.52717 2.62657
H -3.15697 3.76565 0.70169
H -2.90883 3.73897 2.52089
H -4.50025 3.86730 1.81954
H -2.91845 -2.24206 -0.51088
H -2.29478 -1.88217 -2.08088
H -0.11011 -2.42222 -1.60388
H -0.28463 -2.39149 0.14017
H 0.87804 -4.56194 -1.52073
H 0.54808 -6.97043 -1.51003
H -1.57169 -7.98289 -0.77577
H -3.42316 -6.50663 -0.03192
H -3.10829 -4.10131 -0.02026
H -0.08798 -1.07136 3.46444
H 1.34416 0.05400 4.84726
H 1.86258 -1.78154 2.37895
C 2.99852 -7.41466 -5.19153
C 3.90297 -7.43703 -3.96736
C 3.60327 -6.08670 -3.33486
O 2.24392 -5.77406 -3.65889
C 1.77535 -6.68295 -4.66074
H 2.76438 -8.40345 -5.58402
H 3.46681 -6.83287 -5.98941
H 3.59756 -8.24245 -3.29448
H 4.95825 -7.57165 -4.20131
H 4.24131 -5.30099 -3.75316
H 3.72672 -6.09279 -2.25072
H 1.07181 -7.37685 -4.18733
H 1.24570 -6.12824 -5.43597
C -8.93733 -1.85647 -0.44988
C -8.53104 -0.44251 -0.84508
C -7.18489 -0.30084 -0.15153
O -6.60748 -1.61223 -0.10721
C -7.59921 -2.58008 -0.46318
H -9.66991 -2.30721 -1.11842
H -9.35299 -1.85508 0.56090
H -8.40365 -0.38202 -1.92907
H -9.24593 0.32207 -0.54385
H -7.30196 0.05195 0.87432
H -6.50942 0.37667 -0.67559
H -7.36239 -2.95712 -1.46424
H -7.56279 -3.41428 0.23899
C 5.99506 5.04664 -7.22802
C 6.30968 4.10541 -6.07296
C 5.02501 4.17002 -5.26147
O 3.96422 4.40968 -6.19126
C 4.51762 4.76960 -7.46086
H 6.60417 4.87459 -8.11452
H 6.13704 6.08324 -6.91234
H 6.46384 3.09164 -6.45073
H 7.18996 4.39148 -5.49875
H 5.04512 5.00264 -4.54944
H 4.82654 3.24821 -4.71231
H 4.37520 3.92605 -8.14498
H 3.98359 5.63300 -7.85946
C -4.09862 3.20894 6.72463
C -2.89938 4.14269 6.81502
C -2.58556 4.38741 5.34716
O -3.82780 4.30362 4.64126
C -4.82879 3.75704 5.50861
H -4.71671 3.19791 7.62135
H -3.76075 2.18748 6.53037
H -3.19204 5.07876 7.29683
H -2.05696 3.72593 7.36600
H -1.91541 3.61434 4.94990
H -2.13198 5.36356 5.16974
H -5.51341 4.56509 5.78767
H -5.39414 2.99213 4.97459
```

Calculated values
* structure (SMILES): CCCCCCC[C@@H](O[C@@](CCCOC)(N=C=S)[C@@](CC)(C[C@@H](C)Cl)OCCc1ccccc1)[PH2]=N.C1CCOC1.C1CCOC1.C1CCOC1.C1CCOC1
* M: 847.625 g/mol
* frontier orbital gap: 8.7 eV
* calculated total energy: -3560.25746 Eh
* charge: 0
* HOMO energy: -8.16 eV

Atom charges from the Löwdin analysis, given in e for atoms 1 to 2: -0.118, -0.265

---

Calculated max |F| in order - 0.9; 3.4; 4.1; 2.5 eV/Å